Entry 1:
An isolated ion of composition C9H13N3 and charge +2. Source: the OMol25 dataset; level of theory: ωB97M-V/def2-TZVPD.

ORCA input file:
```
! RIJCOSX wB97M-V def2-TZVPD def2/J DEFGRID3
* xyz 2 1
C -2.30 -1.65 0.18
C -0.96 -1.63 -0.27
C -3.12 -0.60 0.36
C -1.63 1.12 -0.32
C 1.88 0.02 1.07
C 0.39 1.91 0.23
C 2.41 -0.71 -0.26
C 0.40 0.44 0.78
C -0.06 -0.61 -0.25
N -2.62 0.66 0.16
N -0.83 2.08 -0.56
N 1.21 -0.65 -1.14
H -2.63 -2.73 0.32
H -0.84 -2.61 -0.92
H -4.09 -0.51 0.57
H 1.80 -0.73 1.97
H 2.57 0.94 1.38
H 0.27 2.54 1.02
H 1.10 2.31 -0.47
H 3.28 -0.09 -0.84
H 2.89 -1.57 0.08
H -0.32 0.45 1.56
H -0.95 2.85 -1.17
H 1.08 0.18 -1.69
H 1.06 -1.43 -1.79
*
```

Properties
* relative energy (zero: lowest compared OMol25 entry of this formula, charge and spin): 5.222 eV
* HOMO level: -17.30 eV
* energy: -514.21313 a.u.
* SMILES: C1#[N+]/C=C\C=C2\[NH2+]CC[C@H]2CN1

Entry 2:
A 2-piece molecular cluster, C9H13N3O3 overall. Source: the OMol25 dataset; level of theory: ωB97M-V/def2-TZVPD.

ORCA input file:
```
! RIJCOSX wB97M-V def2-TZVPD def2/J DEFGRID3
* xyz 0 1
C 2.68 0.11 -1.48
C -0.98 -2.18 -1.46
C 0.79 1.51 -1.31
C 1.84 0.94 -2.17
C -1.09 -2.54 0.87
C -2.47 -2.67 0.33
C 1.70 0.51 0.56
C -1.10 2.90 -0.90
C 0.68 1.03 2.50
N 2.67 -0.02 -0.14
N -0.28 -2.17 -0.36
N 0.64 1.18 -0.02
O -2.26 -2.32 -1.15
O -0.14 2.38 -1.79
O 1.57 0.19 1.82
H 3.47 -0.44 -1.93
H 1.91 1.37 -3.14
H 0.79 -1.86 -0.17
H -0.94 -1.72 1.71
H -0.80 -3.60 1.10
H -2.97 -3.57 0.29
H -3.21 -1.87 0.60
H -1.90 3.43 -1.40
H -0.52 3.63 -0.29
H -1.50 2.04 -0.13
H 0.87 2.18 2.28
H 0.91 0.70 3.50
H -0.38 0.87 2.26
*
```

Properties
* relative energy (zero: lowest compared OMol25 entry of this formula, charge and spin): 5.019 eV
* HOMO level: -8.40 eV
* energy: -740.59707 a.u.

Entry 3:
An isolated ion of composition C9H13N4 and charge +1. Source: the OMol25 dataset; level of theory: ωB97M-V/def2-TZVPD.

ORCA input file:
```
! RIJCOSX wB97M-V def2-TZVPD def2/J DEFGRID3
* xyz 1 1
C -1.76 -1.57 -0.47
C 0.08 1.98 0.65
C -1.83 1.15 0.34
C -0.01 1.67 -0.78
C -3.00 -0.79 -0.17
C 0.94 0.63 -0.13
C 0.52 -0.71 0.19
C 2.38 0.90 -0.33
C 1.40 -1.64 1.01
N -1.08 1.64 1.28
N -0.58 -1.31 -0.10
N -1.33 1.21 -0.89
N -2.92 0.40 0.62
H -1.97 -2.14 -1.34
H 0.80 2.71 1.07
H 0.33 2.30 -1.57
H -3.40 -0.56 -1.17
H -3.62 -1.47 0.25
H 2.90 0.81 -1.34
H 3.06 0.08 0.13
H 2.64 1.86 0.11
H 2.31 -1.94 0.40
H 1.06 -2.66 1.18
H 1.67 -1.12 1.83
H -1.82 0.70 -1.76
H -3.35 0.40 1.59
*
```

Properties
* relative energy (zero: lowest compared OMol25 entry of this formula, charge and spin): 3.961 eV
* HOMO level (alpha / beta): -12.06 / -12.06 eV
* energy: -569.40447 a.u.
* SMILES: CC1=[N+]=CCNC2=N[C@@H]3[C@H](N2)[C@]13C